# 1
The following is a DFT calculation (wB97M-V/def2-TZVPD) of C21H24N2O3 in the gas phase.

Computed properties:
- DFT total energy (eV) = -31290.6927
- maximum force (eV/A) = 0.916
- orbital gap (eV) = 9.2
- energy relative to the best compared isomer or geometry (same formula, charge and spin) (kcal/mol) = 10.1
- SMILES string = O=C(NCCO)C1CCN(C(=O)c2ccc(-c3ccccc3)cc2)CC1

Each line ends with the natural charge from an NBO analysis.
CARTESIAN COORDINATES (ANGSTROEM)
O (2.666, 0.467, -3.057)  -0.66
C (3.021, -0.661, -2.774)  0.71
N (4.002, -1.310, -3.434)  -0.61
H (4.260, -2.235, -3.134)  0.40
C (4.681, -0.767, -4.600)  -0.26
H (3.939, -0.518, -5.367)  0.21
H (5.343, -1.542, -4.984)  0.21
C (5.482, 0.510, -4.285)  -0.07
O (4.730, 1.675, -4.439)  -0.73
H (3.888, 1.547, -3.961)  0.50
H (5.889, 0.431, -3.264)  0.15
H (6.319, 0.595, -4.984)  0.18
C (2.368, -1.476, -1.665)  -0.31
C (1.738, -0.549, -0.624)  -0.40
H (1.070, 0.145, -1.137)  0.23
H (2.512, 0.037, -0.127)  0.22
C (0.959, -1.359, 0.412)  -0.21
N (-0.024, -2.192, -0.234)  -0.44
C (-1.367, -2.117, -0.072)  0.67
O (-2.131, -2.888, -0.623)  -0.62
C (-1.868, -1.031, 0.828)  -0.14
C (-2.471, -1.356, 2.036)  -0.17
C (-3.000, -0.364, 2.840)  -0.20
C (-2.948, 0.972, 2.449)  -0.06
C (-2.357, 1.289, 1.228)  -0.22
C (-1.825, 0.300, 0.424)  -0.15
H (-1.385, 0.558, -0.528)  0.21
H (-2.335, 2.317, 0.897)  0.22
C (-3.511, 2.028, 3.304)  0.04
C (-2.834, 3.233, 3.482)  -0.23
C (-3.363, 4.224, 4.287)  -0.19
C (-4.579, 4.032, 4.921)  -0.22
C (-5.263, 2.840, 4.747)  -0.20
C (-4.732, 1.844, 3.948)  -0.23
H (-5.277, 0.923, 3.803)  0.22
H (-6.214, 2.687, 5.236)  0.21
H (-4.994, 4.809, 5.547)  0.21
H (-2.824, 5.151, 4.421)  0.21
H (-1.878, 3.382, 3.002)  0.21
H (-3.447, -0.625, 3.788)  0.22
H (-2.521, -2.390, 2.342)  0.22
C (0.536, -3.125, -1.185)  -0.22
C (1.278, -2.364, -2.284)  -0.40
H (0.570, -1.733, -2.823)  0.22
H (1.714, -3.072, -2.991)  0.21
H (1.225, -3.803, -0.666)  0.18
H (-0.290, -3.704, -1.603)  0.25
H (1.655, -2.009, 0.962)  0.18
H (0.470, -0.697, 1.127)  0.23
H (3.121, -2.112, -1.184)  0.20

=====

# 2
The following is a DFT calculation (wB97M-V/def2-TZVPD) of a molecular structure, C4H22B3KO2 at a distorted geometry.

Computed properties:
- DFT total energy (eV) = -26940.0143
- maximum force (eV/A) = 4.898
- multiplicity = 2
- expectation value of S² = 0.751
- orbital gap (alpha / beta) (eV) = 1.8 / 4.6
- total charge = -3

Each line ends with the Mulliken spin population.
CARTESIAN COORDINATES (ANGSTROEM)
K (0.608, -0.783, 0.401)  0.46
B (0.121, -2.538, -1.993)  -0.06
H (0.147, -3.350, -1.283)  0.00
H (-0.643, -1.849, -1.669)  0.00
H (1.065, -2.016, -1.953)  0.02
H (-0.018, -2.862, -3.013)  0.00
B (-1.371, -3.589, 1.063)  -0.01
H (-1.386, -2.690, 0.466)  0.00
H (-1.095, -3.436, 2.095)  0.00
H (-2.337, -4.066, 0.996)  0.00
H (-0.663, -4.275, 0.626)  0.00
B (-1.056, -1.151, 2.966)  0.00
H (-1.926, -1.731, 2.700)  0.00
H (-0.161, -1.665, 2.652)  0.00
H (-1.138, -0.121, 2.656)  0.01
H (-1.058, -1.116, 4.045)  0.00
C (-1.704, 2.704, 0.536)  0.09
O (-0.949, 1.720, -0.225)  0.05
C (-0.239, 2.286, -1.375)  -0.62
C (1.272, 2.611, -1.148)  1.22
O (1.904, 1.387, -0.883)  -1.69
C (3.273, 1.605, -0.879)  1.50
H (-1.017, 3.421, 0.987)  0.00
H (-2.206, 2.186, 1.354)  0.00
H (-2.432, 3.241, -0.071)  -0.01
H (-0.742, 3.164, -1.782)  -0.09
H (-0.345, 1.593, -2.210)  -0.01
H (1.296, 3.287, -0.293)  0.18
H (1.674, 3.124, -2.022)  -0.02
H (3.699, 1.902, 0.080)  -0.11
H (3.651, 2.310, -1.620)  -0.21
H (3.777, 0.696, -1.205)  0.31

=====

# 3
The following is a DFT calculation (wB97M-V/def2-TZVPD) of 2 unconnected molecules or ions with the total composition C4H12N2O2 at a distorted geometry.

Computed properties:
- DFT total energy (eV) = -11416.3124
- maximum force (eV/A) = 5.843
- orbital gap (eV) = 9.9
- energy relative to the best compared isomer or geometry (same formula, charge and spin) (kcal/mol) = 67.0
- SMILES string = CC[C@@H](N)C(N)=O.O

Each line ends with the natural charge from an NBO analysis.
CARTESIAN COORDINATES (ANGSTROEM)
N (0.410, -2.337, -0.558)  -0.87
C (0.133, 0.986, -2.286)  -0.63
C (0.906, -0.141, -1.347)  -0.39
C (-0.088, -0.960, -0.460)  -0.14
C (-0.008, -0.343, 0.950)  0.69
N (-1.163, 0.544, 1.007)  -0.86
O (0.854, -0.265, 1.770)  -0.61
H (-0.081, -3.178, -0.441)  0.38
H (1.347, -2.347, -0.325)  0.37
H (-0.306, 0.265, -3.026)  0.21
H (0.878, 1.615, -2.803)  0.21
H (-0.502, 1.725, -1.741)  0.22
H (1.543, -0.671, -2.082)  0.23
H (1.572, 0.454, -0.565)  0.21
H (-1.180, -0.754, -0.957)  0.21
H (-2.040, 0.373, 0.522)  0.38
H (-1.358, 1.019, 1.789)  0.40
H (-0.268, 0.540, 3.459)  0.49
H (0.084, 1.964, 3.488)  0.47
O (-0.731, 1.510, 3.606)  -0.95